1 | ORCA calculation (ωB97M-V/def2-TZVPD) on a cluster of 2 separate species, C5H8OS in total.

Properties
Frontier orbital gap = 8.39 eV
E_LUMO = -0.45 eV

Last column: Mulliken charge in e.
Positions of all 15 atoms, in Å:
C1 -1.14 1.06 0.69  -0.158
C2 0.06 0.72 1.00  -0.488
C3 2.14 -2.39 0.82  -0.439
C4 -1.55 0.75 -0.66  -0.443
C5 -0.32 0.20 -1.44  -0.602
O1 2.13 0.21 -0.80  -0.582
S1 0.91 -0.33 -0.25  0.424
H1 -1.72 1.49 1.50  0.341
H2 0.54 0.62 1.96  0.389
H3 1.20 -2.62 1.39  0.171
H4 2.72 -2.00 1.76  0.175
H5 -2.50 0.07 -0.59  0.242
H6 -1.89 1.63 -1.22  0.290
H7 -0.82 -0.44 -2.20  0.348
H8 0.23 1.02 -1.94  0.331


2 | ORCA calculation (ωB97M-V/def2-TZVPD) on the molecule C5H8OS.

Properties
SMILES = C[C@@H]1OC[C@@H]2S[C@@H]12
Frontier orbital gap = 9.86 eV
E_LUMO = 0.61 eV

Last column: Mulliken charge in e.
Positions of all 15 atoms, in Å:
C1 1.85 -0.31 -0.79  -1.381
C2 0.49 -0.60 -0.16  0.451
O1 -0.60 -0.35 -1.11  -0.395
C3 -1.67 0.36 -0.39  -0.423
C4 -1.24 0.11 1.04  -0.102
S1 -0.56 0.86 2.55  -0.112
C5 0.18 0.43 0.92  -0.361
H1 1.75 0.62 -1.39  0.302
H2 2.59 -0.12 -0.04  0.364
H3 2.14 -1.15 -1.47  0.326
H4 0.49 -1.59 0.26  0.262
H5 -2.60 -0.12 -0.54  0.364
H6 -1.68 1.46 -0.55  0.236
H7 -1.33 -0.95 1.28  0.236
H8 0.22 1.35 0.37  0.232


3 | ORCA calculation (ωB97M-V/def2-TZVPD) on the molecule C5H8OS.

Properties
SMILES = SC/C=C/[C@H]1CO1
Frontier orbital gap = 9.89 eV
E_LUMO = 0.83 eV

Last column: Mulliken charge in e.
Positions of all 15 atoms, in Å:
S1 0.75 -0.23 3.09  -0.237
C1 0.94 0.95 1.70  -0.674
C2 0.20 0.64 0.51  -0.176
C3 0.62 0.30 -0.75  -0.462
C4 -0.30 -0.17 -1.80  0.047
C5 -1.43 -1.06 -1.47  -0.406
O1 -1.62 0.31 -1.78  -0.416
H1 0.84 -1.43 2.49  0.122
H2 2.00 1.04 1.46  0.329
H3 0.63 1.89 2.19  0.306
H4 -0.90 0.74 0.66  0.311
H5 1.69 0.31 -0.92  0.339
H6 0.03 -0.18 -2.81  0.450
H7 -1.83 -1.83 -2.16  0.240
H8 -1.61 -1.27 -0.43  0.225


4 | ORCA calculation (ωB97M-V/def2-TZVPD) on the molecule C5H8OS.

Properties
SMILES = C[C@H]1[C@H]2OCS[C@H]12
Frontier orbital gap = 9.44 eV
E_LUMO = 0.97 eV

Last column: Mulliken charge in e.
Positions of all 15 atoms, in Å:
C1 -0.92 1.95 0.70  -1.289
C2 -0.89 0.41 0.73  0.431
C3 -0.51 -0.53 -0.35  -0.167
O1 0.25 -0.56 -1.53  -0.426
C4 1.28 -1.56 -1.24  -0.439
S1 1.47 -1.75 0.60  -0.157
C5 0.51 -0.28 0.75  -0.338
H1 -0.21 2.33 -0.03  0.298
H2 -1.87 2.41 0.48  0.386
H3 -0.70 2.33 1.72  0.307
H4 -1.67 -0.08 1.38  0.322
H5 -1.12 -1.44 -0.26  0.202
H6 2.23 -1.16 -1.60  0.304
H7 1.01 -2.52 -1.64  0.364
H8 1.13 0.46 0.30  0.201


Stability ranking, top and bottom: 3 is the most stable and 1 is the least stable.


1 | ORCA calculation (ωB97M-V/def2-TZVPD) on a cluster of 9 separate species, C27H54O27 in total.

Properties
SMILES = COC(=O)OC.COC(=O)OC.COC(=O)OC.COC(=O)OC.COC(=O)OC.COC(=O)OC.COC(=O)OC.COC(=O)OC.COC(=O)OC
Frontier orbital gap = 11.25 eV
E_LUMO = 0.47 eV

Last column: Mulliken charge in e.
Positions of all 108 atoms, in Å:
C1 -2.48 -1.02 -1.51  -0.288
O1 -3.80 -1.15 -2.04  -0.373
C2 -4.48 -0.01 -2.09  0.659
O2 -4.11 1.07 -1.74  -0.456
O3 -5.68 -0.27 -2.63  -0.375
C3 -6.60 0.79 -2.60  -0.601
H1 -2.08 -2.04 -1.46  0.167
H2 -2.42 -0.62 -0.50  0.281
H3 -1.90 -0.43 -2.21  0.140
H4 -7.46 0.56 -3.24  0.242
H5 -6.18 1.70 -3.05  0.235
H6 -6.98 1.01 -1.60  0.291
C4 4.31 -1.03 -1.02  -0.736
O4 4.24 -2.43 -0.74  -0.123
C5 5.32 -3.19 -0.92  0.627
O5 6.32 -2.87 -1.48  -0.571
O6 5.07 -4.39 -0.40  -0.244
C6 6.17 -5.26 -0.29  -0.729
H7 4.96 -0.84 -1.88  0.444
H8 4.75 -0.54 -0.15  0.303
H9 3.30 -0.69 -1.21  0.145
H10 5.95 -5.94 0.53  0.224
H11 7.12 -4.76 -0.13  0.333
H12 6.34 -5.85 -1.20  0.297
C7 1.28 -8.71 5.92  -0.642
O7 1.00 -7.32 5.77  -0.354
C8 1.61 -6.67 4.79  0.803
O8 2.58 -7.07 4.19  -0.577
O9 0.99 -5.52 4.57  -0.315
C9 1.50 -4.75 3.50  -0.502
H13 2.32 -8.94 5.74  0.323
H14 0.69 -9.28 5.19  0.271
H15 0.97 -8.95 6.93  0.223
H16 2.43 -4.24 3.75  0.343
H17 0.72 -4.07 3.19  0.215
H18 1.71 -5.35 2.61  0.171
C10 3.59 2.56 0.34  -0.353
O10 3.71 2.17 1.73  -0.333
C11 3.01 2.91 2.59  0.934
O11 2.33 3.86 2.28  -0.575
O12 3.18 2.41 3.80  -0.350
C12 2.58 3.14 4.87  -0.628
H19 3.86 3.61 0.26  0.383
H20 2.59 2.32 -0.01  -0.012
H21 4.37 1.93 -0.08  0.129
H22 1.53 3.33 4.63  0.279
H23 3.07 4.10 4.97  0.295
H24 2.64 2.54 5.77  0.228
C13 -0.22 2.94 -0.41  -0.293
O13 -0.48 1.87 0.49  -0.222
C14 0.00 0.68 0.16  0.833
O14 0.42 0.40 -0.94  -0.394
O15 -0.03 -0.12 1.21  -0.498
C15 0.53 -1.42 1.02  -0.114
H25 0.66 3.52 -0.13  0.285
H26 -1.07 3.59 -0.53  -0.298
H27 -0.09 2.67 -1.46  0.387
H28 -0.32 -1.99 0.63  0.256
H29 0.86 -1.83 1.96  0.214
H30 1.31 -1.42 0.26  -0.050
C16 1.01 -4.19 -1.44  -0.527
O16 0.45 -4.66 -0.23  -0.155
C17 0.37 -5.99 -0.09  0.732
O17 0.80 -6.81 -0.85  -0.583
O18 -0.31 -6.22 1.03  -0.290
C18 -0.44 -7.57 1.45  -0.476
H31 0.32 -4.16 -2.28  0.307
H32 1.85 -4.83 -1.71  0.403
H33 1.42 -3.19 -1.29  -0.011
H34 -1.49 -7.81 1.63  0.292
H35 0.07 -7.68 2.41  -0.044
H36 0.03 -8.33 0.84  0.357
C19 -0.03 0.06 -4.32  -0.327
O19 -0.18 1.48 -4.22  -0.005
C20 0.26 2.24 -5.22  0.569
O20 1.02 1.92 -6.10  -0.595
O21 -0.25 3.45 -5.04  -0.177
C21 -0.04 4.41 -6.06  -0.797
H37 0.81 -0.29 -4.90  0.394
H38 -0.97 -0.36 -4.69  0.284
H39 -0.06 -0.23 -3.27  -0.254
H40 -0.67 5.27 -5.83  0.213
H41 -0.25 4.02 -7.05  0.376
H42 1.01 4.72 -6.03  0.315
C22 -2.79 4.41 1.27  -0.387
O22 -3.54 5.05 2.28  -0.413
C23 -4.19 4.25 3.13  0.718
O23 -4.31 3.06 3.04  -0.541
O24 -4.69 5.02 4.10  -0.346
C24 -5.24 4.33 5.20  -0.653
H43 -1.96 3.87 1.73  0.270
H44 -2.38 5.15 0.58  0.270
H45 -3.37 3.67 0.71  0.218
H46 -5.91 3.54 4.86  0.302
H47 -5.80 5.02 5.82  0.232
H48 -4.47 3.88 5.83  0.286
C25 -4.00 4.99 -2.32  -0.859
O25 -2.60 4.83 -2.10  0.137
C26 -1.82 5.79 -2.60  0.511
O26 -2.19 6.82 -3.10  -0.607
O27 -0.56 5.40 -2.44  0.003
C27 0.45 6.33 -2.86  -0.875
H49 -4.28 6.02 -2.11  0.387
H50 -4.51 4.26 -1.70  0.169
H51 -4.28 4.76 -3.35  0.313
H52 0.51 7.08 -2.08  0.344
H53 0.29 6.81 -3.82  0.318
H54 1.39 5.79 -2.83  0.247


2 | ORCA calculation (ωB97M-V/def2-TZVPD) on a cluster of 9 separate species, C27H54O27 in total.

Properties
SMILES = COC(=O)OC.COC(=O)OC.COC(=O)OC.COC(=O)OC.COC(=O)OC.COC(=O)OC.COC(=O)OC.COC(=O)OC.COC(=O)OC
Frontier orbital gap = 11.07 eV
E_LUMO = 0.49 eV

Last column: Mulliken charge in e.
Positions of all 108 atoms, in Å:
C1 5.42 -18.96 22.39  -0.491
O1 6.53 -18.22 22.97  -0.366
C2 7.73 -18.65 22.67  0.960
O2 7.98 -19.56 21.92  -0.591
O3 8.60 -17.93 23.34  -0.376
C3 9.94 -18.05 22.97  -0.435
H1 5.65 -20.03 22.43  0.413
H2 5.22 -18.50 21.43  0.208
H3 4.66 -18.81 23.15  0.079
H4 10.19 -19.11 22.88  0.311
H5 10.60 -17.60 23.70  0.278
H6 10.14 -17.68 21.96  0.026
C4 9.14 -17.45 19.02  -0.877
O4 7.77 -17.48 19.43  -0.016
C5 7.21 -16.32 19.67  0.526
O5 7.70 -15.25 19.46  -0.592
O6 6.02 -16.52 20.18  0.177
C6 5.26 -15.38 20.46  -0.695
H7 9.22 -16.83 18.13  0.347
H8 9.30 -18.49 18.71  0.237
H9 9.84 -17.22 19.81  0.250
H10 5.01 -14.79 19.58  0.449
H11 5.72 -14.71 21.19  0.325
H12 4.31 -15.64 20.93  -0.030
C7 -4.55 -18.52 22.71  -0.243
O7 -5.35 -19.61 23.12  -0.426
C8 -4.81 -20.67 23.71  0.771
O8 -3.67 -20.80 24.00  -0.504
O9 -5.73 -21.56 24.06  -0.329
C9 -6.95 -21.64 23.36  -0.682
H13 -5.19 -17.93 22.05  0.353
H14 -3.68 -18.82 22.15  -0.011
H15 -4.32 -17.83 23.52  0.244
H16 -7.25 -22.68 23.39  0.278
H17 -6.91 -21.33 22.31  0.308
H18 -7.67 -20.98 23.85  0.268
C10 3.47 -14.82 24.41  -0.175
O10 3.17 -13.55 23.82  -0.246
C11 2.83 -12.57 24.61  0.787
O11 2.83 -12.56 25.79  -0.556
O12 2.49 -11.52 23.86  -0.353
C12 1.93 -10.42 24.58  -0.567
H19 4.47 -14.75 24.85  0.361
H20 3.46 -15.58 23.64  -0.287
H21 2.76 -15.08 25.19  0.296
H22 2.68 -10.03 25.25  0.281
H23 1.01 -10.71 25.09  0.208
H24 1.62 -9.71 23.82  0.238
C13 0.31 -21.92 28.71  -0.707
O13 -0.45 -20.74 28.65  -0.346
C14 -1.63 -20.79 28.09  0.849
O14 -2.18 -21.77 27.75  -0.539
O15 -2.09 -19.57 28.03  -0.306
C15 -3.39 -19.47 27.44  -0.540
H25 0.21 -22.31 29.72  0.265
H26 1.34 -21.66 28.50  0.238
H27 -0.03 -22.66 27.99  0.346
H28 -4.20 -19.99 27.97  0.387
H29 -3.23 -19.93 26.46  0.199
H30 -3.76 -18.46 27.31  0.182
C16 2.14 -17.70 22.27  -0.066
O16 0.90 -18.31 22.63  -0.507
C17 0.37 -17.83 23.77  0.699
O17 0.90 -16.98 24.46  -0.602
O18 -0.86 -18.29 23.89  -0.317
C18 -1.60 -17.83 25.02  0.299
H31 2.57 -18.42 21.57  0.323
H32 2.84 -17.69 23.10  0.048
H33 1.95 -16.73 21.83  0.206
H34 -2.66 -18.01 24.94  -0.066
H35 -1.31 -16.78 25.14  -0.198
H36 -1.17 -18.25 25.93  0.219
C19 6.35 -20.85 19.13  -0.579
O19 5.16 -20.16 19.56  -0.308
C20 4.76 -19.18 18.80  0.902
O20 5.23 -18.83 17.77  -0.600
O21 3.70 -18.65 19.38  -0.239
C21 3.28 -17.36 18.94  -0.698
H37 6.22 -21.09 18.07  0.351
H38 6.46 -21.78 19.68  0.227
H39 7.21 -20.20 19.26  0.071
H40 2.83 -16.80 19.75  0.140
H41 2.59 -17.47 18.11  0.334
H42 4.15 -16.84 18.54  0.291
C22 -1.49 -14.01 21.91  -0.606
O22 -2.34 -15.15 21.78  -0.324
C23 -1.89 -16.14 21.03  0.923
O23 -0.87 -16.19 20.41  -0.605
O24 -2.82 -17.10 21.07  -0.216
C24 -2.53 -18.31 20.37  -1.060
H43 -0.47 -14.36 22.11  0.193
H44 -1.76 -13.41 22.77  0.231
H45 -1.39 -13.42 21.00  0.360
H46 -3.45 -18.68 19.92  0.315
H47 -2.14 -19.06 21.07  0.381
H48 -1.80 -18.17 19.58  0.385
C25 -0.76 -13.73 25.67  0.105
O25 -1.83 -13.24 26.46  -0.396
C26 -2.62 -14.11 27.03  0.825
O26 -2.43 -15.28 26.97  -0.522
O27 -3.67 -13.51 27.54  -0.371
C27 -4.54 -14.32 28.34  -0.627
H49 -0.04 -14.27 26.30  0.356
H50 -0.28 -12.90 25.17  0.064
H51 -1.04 -14.44 24.88  -0.293
H52 -4.84 -15.24 27.85  0.259
H53 -5.39 -13.70 28.58  0.215
H54 -3.99 -14.59 29.24  0.317


Stability ranking, top and bottom: 1 is the most stable and 2 is the least stable.